1.
14
Properties=species:S:1:pos:R:3:lowdin_charge:R:1 method="wB97M-V/def2-TZVPD" e_tot_ev=-28452.760 e_lumo_ev=0.581 homo_lumo_gap_ev=10.31 fmax_ev_per_a=4.33 relative_energy_kj_mol=109.4 smiles="CPOS(C)(=O)=O"
C -1.369 1.629 1.192 -0.35
P -1.373 1.292 -0.631 0.84
O -0.842 -0.283 -0.686 -0.62
S 0.495 -0.855 0.126 0.57
C 1.417 -1.692 -1.131 -0.12
O -0.043 -1.817 1.042 -0.28
O 1.197 0.324 0.533 -0.33
H -2.449 1.150 1.537 0.10
H -1.341 2.684 1.424 0.02
H -0.498 1.242 1.724 0.01
H -0.025 1.775 -0.824 -0.04
H 2.019 -0.998 -1.511 0.00
H 2.041 -2.554 -0.746 0.11
H 0.772 -1.897 -2.051 0.11

***

2.
18
Properties=species:S:1:pos:R:3:lowdin_charge:R:1 method="wB97M-V/def2-TZVPD" e_tot_ev=-20392.881 e_lumo_ev=0.798 homo_lumo_gap_ev=9.46 fmax_ev_per_a=5.04 relative_energy_kj_mol=346.3
C -1.957 1.288 -0.337 -0.08
C -1.640 0.052 -0.136 -0.46
C -2.520 -0.865 0.705 -0.07
C -0.330 -0.385 -0.697 -0.09
C 0.808 0.337 -0.347 -0.62
Cl 0.710 1.887 0.355 0.70
C 2.416 -0.155 -0.579 -0.28
N 3.097 -0.579 0.727 -0.10
H -2.908 1.655 0.288 0.11
H -1.545 1.915 -1.231 0.11
H -2.824 -1.930 0.317 0.11
H -2.116 -0.932 1.720 0.07
H -3.505 -0.220 0.810 0.09
H -0.147 -1.244 -1.289 0.09
H 2.794 0.863 -1.077 0.11
H 2.373 -1.123 -1.211 0.11
H 3.022 0.182 1.472 0.05
H 4.271 -0.746 0.512 0.15

***

3.
79
Properties=species:S:1:pos:R:3:lowdin_charge:R:1 method="wB97M-V/def2-TZVPD" e_tot_ev=-129478.364 total_charge=-2 e_lumo_ev=4.165 homo_lumo_gap_ev=5.63 fmax_ev_per_a=0.78 relative_energy_kj_mol=3.3
Pd 0.248 0.056 0.927 0.20
C 0.908 -3.806 -1.463 -0.04
N -0.232 -3.548 -0.585 -0.16
C 0.133 -3.501 0.818 -0.09
C -1.146 -2.606 -1.017 -0.38
N -1.459 -1.623 -0.239 0.13
C -2.637 -0.902 -0.422 -0.25
C -3.883 -1.504 -0.592 -0.05
C -5.047 -0.749 -0.661 -0.12
C -4.978 0.634 -0.562 -0.13
C -3.743 1.247 -0.389 -0.06
C -2.571 0.500 -0.303 -0.25
N -1.322 1.112 -0.190 0.04
C -1.112 2.026 0.733 -0.44
N -1.896 2.190 1.883 -0.18
C -2.488 1.040 2.532 -0.08
C -2.535 3.449 2.170 -0.09
N -0.290 3.122 0.435 -0.18
C 0.438 3.006 -0.818 -0.09
C 0.582 3.565 1.509 -0.10
N -1.623 -2.803 -2.289 -0.15
C -1.929 -4.124 -2.805 -0.06
C -1.913 -1.682 -3.161 -0.03
H 1.351 -4.767 -1.197 0.08
H 1.676 -3.032 -1.332 0.09
H 0.620 -3.820 -2.511 0.07
H 0.667 -4.421 1.064 0.08
H -0.760 -3.420 1.435 0.08
H 0.771 -2.643 1.058 0.02
H -3.926 -2.585 -0.663 0.11
H -6.003 -1.243 -0.792 0.08
H -5.878 1.235 -0.624 0.08
H -3.672 2.328 -0.324 0.11
H -1.851 0.169 2.349 0.07
H -3.500 0.824 2.164 0.08
H -2.533 1.223 3.610 0.07
H -2.083 4.240 1.574 0.08
H -2.434 3.701 3.232 0.08
H -3.611 3.412 1.936 0.08
H -0.245 2.749 -1.623 0.08
H 1.200 2.217 -0.755 0.07
H 0.919 3.963 -1.030 0.08
H 0.010 3.785 2.408 0.06
H 1.096 4.476 1.194 0.08
H 1.319 2.783 1.736 0.05
H -1.658 -4.870 -2.062 0.08
H -1.385 -4.312 -3.733 0.05
H -3.008 -4.201 -2.999 0.08
H -1.242 -0.857 -2.917 0.10
H -2.950 -1.337 -3.090 0.08
H -1.707 -1.999 -4.185 0.08
F 6.876 -0.122 -1.132 0.09
C 5.796 -0.153 -0.335 -0.15
C 5.163 -1.349 -0.054 -0.15
F 5.639 -2.485 -0.588 0.10
C 4.064 -1.371 0.786 -0.26
F 3.516 -2.571 1.021 0.06
C 3.540 -0.224 1.377 -0.51
Se 2.047 -0.261 2.577 0.60
C 4.211 0.955 1.070 -0.26
F 3.815 2.125 1.604 0.05
C 5.311 1.007 0.235 -0.15
F 5.926 2.177 -0.018 0.09
C 2.249 2.878 4.582 -0.04
N 1.120 2.435 5.382 -0.12
C 1.010 2.528 6.744 -0.11
C -0.220 2.026 7.056 -0.19
N -0.869 1.624 5.919 0.05
C -0.035 1.875 4.933 -0.18
H 3.118 2.968 5.232 0.08
H 2.042 3.848 4.128 0.08
H 2.453 2.136 3.808 0.00
H 1.804 2.930 7.350 0.10
H -0.668 1.925 8.032 0.08
H -0.196 1.686 3.880 0.09
O -0.129 -4.230 -5.493 -0.11
N 0.282 -3.130 -5.941 -0.65
O -0.038 -2.775 -7.094 -0.10
O 1.060 -2.436 -5.260 -0.08

***

4.
16
Properties=species:S:1:pos:R:3:lowdin_charge:R:1 method="wB97M-V/def2-TZVPD" e_tot_ev=-9876.653 e_lumo_ev=0.765 homo_lumo_gap_ev=9.54 fmax_ev_per_a=2.99 relative_energy_kj_mol=328.8 smiles="CN[C@@H](C=O)CO"
C -0.100 -2.117 0.090 -0.13
N -0.706 -0.899 -0.448 -0.12
C -0.475 0.572 -0.258 -0.29
C -1.093 1.068 1.018 -0.22
O -1.195 2.212 1.449 0.05
C 1.091 0.768 -0.317 -0.14
O 1.140 2.144 -0.929 -0.08
H 0.268 -2.861 -0.634 0.08
H 0.787 -1.862 0.583 0.04
H -0.736 -2.630 0.836 0.08
H -1.640 -1.041 -0.857 0.11
H -0.795 1.187 -1.172 0.17
H -1.443 0.196 1.640 0.13
H 1.547 -0.120 -0.920 0.14
H 1.406 0.768 0.767 0.12
H 1.943 2.617 -0.845 0.05

***

5.
12
Properties=species:S:1:pos:R:3:lowdin_charge:R:1 method="wB97M-V/def2-TZVPD" e_tot_ev=-39775.502 e_lumo_ev=-0.243 homo_lumo_gap_ev=8.97 fmax_ev_per_a=4.98 relative_energy_kj_mol=42.1 smiles="O=C(S)[C@H](S)C(O)=S"
O 1.818 0.879 0.535 -0.07
C 1.215 -0.070 -0.041 -0.68
S 1.993 -1.678 -0.380 0.84
C -0.240 0.217 -0.750 -0.56
S -0.564 2.059 -0.717 0.77
C -1.383 -0.469 0.034 -0.98
O -1.471 0.084 1.258 -0.06
S -2.275 -1.694 -0.463 0.77
H 3.008 -1.288 0.331 -0.14
H -0.097 -0.067 -1.784 0.08
H 0.290 2.378 0.298 -0.11
H -2.293 -0.352 1.678 0.14

***

6.
24
Properties=species:S:1:pos:R:3:lowdin_charge:R:1 method="wB97M-V/def2-TZVPD" e_tot_ev=-11606.106 e_lumo_ev=0.809 homo_lumo_gap_ev=8.86 fmax_ev_per_a=4.83 relative_energy_kj_mol=147.7 smiles=Cc1ccc(O)cc1.CC
C 2.935 -0.397 3.131 -0.08
C 1.742 -0.583 2.300 -0.31
C 1.242 -1.802 1.771 -0.05
C 0.173 -2.000 0.922 -0.02
C -0.484 -0.808 0.583 -0.34
O -1.660 -0.941 -0.004 0.05
C -0.074 0.486 1.055 0.00
C 1.088 0.569 1.850 -0.05
H 3.082 -0.705 4.154 0.06
H 3.253 0.620 3.131 0.05
H 3.775 -1.017 2.484 0.14
H 1.811 -2.692 2.060 0.11
H -0.212 -2.939 0.758 0.09
H -1.841 -1.807 -0.368 0.11
H -0.646 1.366 0.726 0.11
H 1.515 1.572 2.043 0.12
C -2.252 0.856 -2.893 -0.18
C -1.555 1.880 -3.747 -0.17
H -3.144 0.464 -3.313 0.04
H -1.705 -0.025 -2.590 0.04
H -2.651 1.354 -1.948 0.09
H -0.596 2.162 -3.486 0.04
H -2.147 2.765 -3.788 0.05
H -1.650 1.621 -4.832 0.08

***

7.
60
Properties=species:S:1:pos:R:3:lowdin_charge:R:1 method="wB97M-V/def2-TZVPD" e_tot_ev=-37112.412 e_lumo_ev=0.454 homo_lumo_gap_ev=9.65 fmax_ev_per_a=1.14 relative_energy_kj_mol=90.5 smiles="CC(=O)OC(=O)C[C@@H]1CCC(=O)N1.c1ccccc1.c1ccccc1.c1ccccc1"
C -1.366 1.655 2.793 0.04
C -0.883 0.324 2.297 -0.45
O 0.096 0.185 1.639 0.16
O -1.630 -0.784 2.715 0.07
C -2.528 -1.326 1.814 -0.45
O -2.305 -1.347 0.636 0.15
C -3.764 -1.929 2.422 -0.05
C -4.852 -0.939 2.807 -0.31
C -5.564 -0.156 1.673 -0.10
C -5.028 1.261 1.901 -0.08
C -5.004 1.318 3.409 -0.47
O -5.360 2.199 4.144 0.11
N -4.518 0.049 3.834 0.10
H -1.663 2.252 1.930 0.11
H -0.552 2.152 3.314 0.10
H -2.227 1.552 3.446 0.06
H -3.493 -2.514 3.304 0.12
H -4.144 -2.628 1.679 0.14
H -5.632 -1.570 3.243 0.14
H -5.376 -0.511 0.665 0.12
H -6.626 -0.149 1.916 0.12
H -5.459 2.084 1.344 0.12
H -3.961 1.187 1.657 0.11
H -3.586 0.048 4.219 0.12
C 2.425 1.501 -2.100 -0.09
C 2.766 2.789 -2.488 -0.10
C 2.600 3.847 -1.607 -0.10
C 2.089 3.614 -0.338 -0.10
C 1.740 2.326 0.048 -0.10
C 1.910 1.264 -0.832 -0.09
H 2.561 0.676 -2.788 0.10
H 3.161 2.968 -3.481 0.08
H 2.868 4.852 -1.908 0.10
H 1.959 4.438 0.352 0.10
H 1.336 2.145 1.032 0.08
H 1.639 0.262 -0.531 0.10
C 6.526 2.627 -7.464 -0.10
C 6.470 4.008 -7.348 -0.10
C 6.019 4.589 -6.171 -0.10
C 5.622 3.787 -5.110 -0.10
C 5.673 2.405 -5.228 -0.10
C 6.127 1.825 -6.404 -0.10
H 6.882 2.174 -8.380 0.10
H 6.778 4.634 -8.177 0.10
H 5.977 5.667 -6.081 0.10
H 5.273 4.239 -4.191 0.09
H 5.360 1.780 -4.401 0.10
H 6.168 0.747 -6.495 0.10
C -1.077 -6.060 1.228 -0.09
C -1.009 -7.202 2.013 -0.10
C -1.145 -7.108 3.391 -0.10
C -1.346 -5.870 3.986 -0.09
C -1.409 -4.727 3.201 -0.10
C -1.278 -4.822 1.822 -0.09
H -0.974 -6.133 0.154 0.10
H -0.849 -8.167 1.551 0.10
H -1.093 -7.999 4.003 0.10
H -1.449 -5.796 5.061 0.10
H -1.553 -3.760 3.668 0.09
H -1.324 -3.931 1.208 0.10